This record from the Open Molecules 2025 dataset describes a molecular structure, C5H11Br3NbO at a distorted geometry. The level of theory is ωB97M-V with the def2-TZVPD basis set.

Its multiplicity is 1. The molar mass is 419.760 g mol⁻¹. As for the total charge: -1. The LUMO energy comes out at 2.83 eV. The HOMO energy comes out at -5.46 eV.

The geometry in XYZ format:
```
21
Properties=species:S:1:pos:R:3:lowdin_charge:R:1
C -2.327 -2.443 -0.743 -0.095
C -2.167 -1.152 -1.552 -0.386
O -1.553 -0.135 -0.768 -0.537
Nb 0.066 0.887 -1.217 0.925
Br -1.015 3.217 -0.862 -0.208
C 1.089 0.557 0.838 -0.837
Br 0.638 -1.112 1.707 0.577
C 1.914 1.318 1.548 -0.928
C 2.505 1.144 2.915 -0.215
Br 2.510 2.962 0.783 0.614
H -3.326 -2.534 -0.311 0.061
H -2.117 -3.322 -1.355 0.063
H -1.599 -2.427 0.070 0.029
H -1.590 -1.349 -2.455 0.067
H -3.153 -0.768 -1.844 0.103
H -0.353 0.837 -2.986 -0.118
H 1.598 1.593 -1.871 -0.157
H 0.906 -0.626 -1.680 -0.103
H 2.085 0.271 3.415 0.013
H 2.298 2.028 3.523 0.061
H 3.592 1.054 2.846 0.070
```